[1]
{"formula": "C6H6N2O", "method": "ωB97M-V with the def2-TZVPD basis set", "homo_lumo_gap_ev": 9.42, "e_tot_ha": -416.872053, "relative_energy_kj_mol": 266.8, "species": ["C", "C", "C", "C", "C", "C", "N", "N", "O", "H", "H", "H", "H", "H", "H"], "xyz": [[-1.6011, 1.0551, 0.6949], [0.2343, -0.9819, -1.5505], [-1.3106, 1.2342, -1.8607], [1.6177, 0.0242, 0.3423], [-0.8105, 1.3036, -0.4712], [0.2891, -0.4306, -0.2350], [-2.2083, 1.0651, 1.6642], [0.0811, -1.3743, -2.6148], [-0.9183, 1.8201, -2.7945], [-2.2234, 0.6149, -1.9678], [2.0894, -0.7476, 0.9601], [2.4553, 0.1731, -0.3653], [1.7250, 0.8611, 1.0997], [-0.0607, 2.0404, -0.2021], [-0.2958, -0.9311, 0.5411]], "atomic_forces_ev_per_a": [[-0.65, 1.05, -0.92], [0.12, -0.25, 0.53], [-2.85, -1.10, 1.65], [2.33, 0.10, 0.75], [2.87, -2.74, 1.24], [-0.71, 3.31, 0.79], [-0.37, -0.46, 0.75], [0.08, -0.26, -0.57], [1.71, 1.46, -1.70], [0.14, -0.34, 0.15], [-0.55, -0.62, -0.07], [-0.92, 0.29, -0.26], [-1.19, -0.49, -1.17], [0.11, 0.14, -0.55], [-0.13, -0.08, -0.61]]}

=====

[2]
{"formula": "C2H8NO3", "method": "ωB97M-V with the def2-TZVPD basis set", "homo_lumo_gap_ev": 11.66, "e_tot_ha": -361.255031, "relative_energy_kj_mol": 21.4, "charge": 1, "species": ["O", "C", "O", "C", "N", "H", "H", "H", "H", "H", "H", "H", "H", "O"], "xyz": [[-0.9347, 0.7345, 0.0228], [0.0148, -0.0025, -0.0505], [0.8805, -0.1005, -1.0225], [0.3057, -1.0134, 1.0484], [-0.6324, -0.6442, 2.1642], [0.7981, 0.7104, -1.6503], [0.1911, -2.0638, 0.7941], [1.3329, -0.8237, 1.3485], [-0.3934, 0.3209, 2.4064], [-1.5607, -0.5555, 1.7435], [-0.5844, -1.2133, 3.0093], [0.7642, 2.0452, -3.5357], [-0.4590, 1.0985, -3.3757], [0.2774, 1.5075, -2.9022]], "atomic_forces_ev_per_a": [[-0.12, 0.27, 0.35], [-0.05, -0.78, -0.87], [0.21, 0.91, 0.21], [0.31, 0.21, 0.42], [0.58, 0.65, -0.40], [-0.29, -0.98, -0.03], [-0.11, 0.11, -0.24], [0.04, -0.24, 0.33], [-0.16, 0.01, 0.28], [-0.30, -0.21, 0.27], [-0.17, -0.22, -0.22], [-0.02, -0.01, -0.01], [0.14, 0.12, 0.03], [-0.06, 0.16, -0.12]]}

=====

[3]
{"formula": "C10H17F4O11PS2", "method": "ωB97M-V with the def2-TZVPD basis set", "homo_lumo_gap_ev": 4.50, "e_tot_ha": -2756.161741, "charge": -2, "species": ["C", "C", "O", "P", "O", "C", "C", "C", "C", "F", "F", "C", "F", "F", "C", "O", "S", "O", "O", "O", "O", "C", "C", "H", "H", "H", "H", "H", "H", "H", "H", "H", "H", "H", "H", "H", "H", "H", "H", "H", "O", "S", "O", "O", "O"], "xyz": [[3.7127, -0.3850, 1.9801], [3.8558, -1.1333, 0.6668], [2.5808, -1.5573, 0.1854], [1.7919, -0.7193, -0.9200], [2.4605, -0.7371, -2.2389], [0.1416, -1.3863, -0.7474], [-0.8573, -0.6152, 0.1401], [-2.0537, 0.1583, -0.4285], [-2.1269, 0.4327, -1.9406], [-3.1719, 1.2646, -2.1968], [-2.3552, -0.6929, -2.6325], [-0.8494, 1.1393, -2.4876], [-1.1846, 2.2513, -3.1996], [-0.1816, 0.3291, -3.3256], [-2.3570, 1.3721, 0.4579], [-3.7612, 1.6015, 0.4084], [-4.4762, 0.1412, 0.4000], [-4.7911, -0.2152, 1.7254], [-5.5033, 0.1749, -0.5838], [-3.2343, -0.6441, -0.1334], [1.7040, 0.7960, -0.3573], [2.6583, 1.7772, -0.7684], [2.0186, 3.1561, -0.6573], [4.6923, -0.2530, 2.4494], [3.2686, 0.6033, 1.8361], [3.0536, -0.9462, 2.6455], [4.3818, -0.5564, -0.1037], [4.4309, -2.0490, 0.8298], [0.3009, -2.3438, -0.2350], [-0.2149, -1.6330, -1.7492], [-1.3715, -1.3857, 0.8183], [-0.3193, 0.0527, 0.8162], [-0.1902, 1.4620, -1.6775], [-1.7700, 2.2776, 0.2976], [-2.1210, 1.0165, 1.4716], [2.9649, 1.5640, -1.7961], [3.5517, 1.7139, -0.1367], [2.7529, 3.9189, -0.3919], [1.2248, 3.1284, 0.0939], [1.5422, 3.4420, -1.5998], [-2.8153, -3.1724, 3.8846], [-2.0462, -3.3289, 2.6328], [-2.0151, -1.9871, 1.9189], [-2.6830, -4.3148, 1.7279], [-0.6388, -3.7172, 2.9209]], "atomic_forces_ev_per_a": [[-0.09, 0.15, -0.07], [0.12, -0.23, 0.06], [0.01, 0.28, 0.22], [0.06, -0.24, -0.42], [0.02, 0.02, 0.09], [-0.26, -0.13, 0.09], [0.36, 0.95, -1.10], [0.22, -0.48, 0.33], [0.14, 0.59, 0.29], [-0.18, 0.02, -0.13], [0.08, -0.31, -0.11], [0.00, 0.20, 0.25], [-0.07, 0.13, -0.08], [0.12, -0.14, -0.08], [0.50, -0.42, 0.90], [-0.03, 0.03, -0.28], [0.18, 0.51, -0.22], [-0.12, -0.13, 0.38], [-0.19, 0.08, -0.15], [-0.50, -0.29, -0.57], [0.13, 0.14, 0.12], [0.10, 0.10, -0.18], [-0.29, -0.13, -0.17], [-0.06, -0.06, 0.00], [-0.01, -0.09, -0.02], [0.12, 0.00, -0.01], [-0.07, 0.02, 0.07], [-0.06, 0.06, -0.05], [-0.01, -0.01, -0.10], [-0.04, 0.09, 0.05], [0.16, -0.13, 0.41], [-0.03, -0.09, 0.01], [0.01, -0.17, -0.03], [-0.36, 0.06, -0.46], [0.09, 0.07, -0.11], [0.01, -0.02, 0.09], [-0.14, -0.05, 0.07], [-0.06, -0.03, -0.01], [0.22, 0.07, 0.12], [0.07, 0.01, 0.06], [0.07, 0.06, -0.11], [0.18, -0.53, 0.13], [-0.45, -0.16, 0.73], [0.06, 0.11, 0.04], [-0.06, 0.09, -0.08]]}

=====

[4]
{"formula": "C67H81N5O4PRbS", "method": "ωB97M-V with the def2-TZVPD basis set", "homo_lumo_gap_ev": 5.40, "e_tot_ha": -3940.220447, "relative_energy_kj_mol": 23.7, "charge": -2, "species": ["Rb", "C", "N", "C", "C", "C", "N", "C", "C", "C", "C", "C", "C", "C", "O", "C", "C", "C", "C", "C", "C", "C", "C", "C", "C", "C", "C", "C", "C", "C", "O", "C", "C", "C", "C", "C", "C", "C", "C", "H", "H", "H", "H", "H", "H", "H", "H", "H", "H", "H", "H", "H", "H", "H", "H", "H", "H", "H", "H", "H", "H", "H", "H", "H", "H", "H", "H", "H", "H", "H", "H", "H", "H", "H", "H", "H", "H", "H", "H", "H", "H", "H", "H", "H", "H", "H", "H", "H", "H", "H", "H", "H", "H", "O", "S", "O", "N", "C", "C", "C", "C", "C", "C", "C", "C", "N", "C", "C", "C", "C", "C", "C", "C", "H", "H", "H", "H", "H", "H", "H", "H", "H", "H", "H", "N", "C", "C", "C", "C", "C", "C", "P", "C", "C", "C", "C", "C", "C", "C", "C", "C", "C", "C", "C", "H", "H", "H", "H", "H", "H", "H", "H", "H", "H", "H", "H", "H", "H", "H", "H"], "xyz": [[-0.7632, -0.2184, 0.5117], [0.4887, -3.2609, -0.8406], [1.7342, -2.7526, -0.3230], [2.6999, -3.7815, -0.0539], [2.2924, -1.6370, -1.0643], [3.0066, -0.6610, -0.1221], [2.1994, 0.5179, 0.1461], [2.2713, 1.4206, -1.0196], [1.2338, 2.5058, -1.0480], [1.5140, 3.7664, -0.5435], [0.5545, 4.7610, -0.4774], [-0.7156, 4.4370, -0.9563], [-1.0529, 3.2055, -1.4923], [-0.0506, 2.1828, -1.5552], [-0.2753, 0.9975, -2.0369], [-2.4748, 2.9276, -1.9892], [-2.4464, 2.5573, -3.4812], [-3.1280, 1.7791, -1.2011], [-3.3896, 4.1477, -1.8406], [0.7919, 6.1227, 0.1690], [2.2481, 6.3083, 0.5954], [0.4430, 7.2541, -0.8091], [-0.0927, 6.2467, 1.4183], [2.6299, 1.2013, 1.3746], [1.9995, 0.7630, 2.6744], [2.7467, 0.2514, 3.7175], [2.2023, 0.0410, 4.9864], [0.8485, 0.3466, 5.1384], [0.0363, 0.8678, 4.1387], [0.6312, 1.1685, 2.8679], [0.0203, 1.7472, 1.9141], [-1.4217, 1.2198, 4.4933], [-2.3405, 1.5820, 3.3125], [-1.3999, 2.4371, 5.4346], [-2.0951, 0.0413, 5.2175], [3.0640, -0.3277, 6.1954], [2.3504, -1.3064, 7.1370], [4.3878, -0.9740, 5.7762], [3.3868, 0.9508, 6.9872], [0.5568, -3.7062, -1.8504], [-0.2187, -2.4354, -0.8964], [0.0709, -3.9908, -0.1450], [3.0425, -4.3004, -0.9716], [2.2743, -4.5249, 0.6241], [3.5840, -3.3550, 0.4280], [1.4798, -1.1079, -1.5729], [2.9619, -1.9920, -1.8708], [4.0011, -0.3674, -0.5128], [3.1752, -1.1704, 0.8307], [2.1399, 0.8081, -1.9132], [3.2842, 1.8671, -1.0691], [2.5161, 3.9429, -0.1664], [-1.4844, 5.1970, -0.8874], [-1.8152, 1.6875, -3.6509], [-2.0555, 3.3911, -4.0727], [-3.4581, 2.3324, -3.8358], [-2.6170, 0.8363, -1.3792], [-4.1614, 1.6413, -1.5366], [-3.1481, 1.9836, -0.1272], [-3.0190, 5.0134, -2.3964], [-3.5122, 4.4353, -0.7933], [-4.3774, 3.8956, -2.2358], [2.9225, 6.2255, -0.2606], [2.5472, 5.5637, 1.3354], [2.3807, 7.2982, 1.0416], [1.0835, 7.2090, -1.6930], [0.5782, 8.2307, -0.3312], [-0.5920, 7.1865, -1.1461], [0.1067, 5.4270, 2.1106], [-1.1502, 6.1950, 1.1518], [0.0861, 7.1994, 1.9307], [2.3638, 2.2514, 1.2523], [3.7320, 1.1459, 1.4610], [3.7968, 0.0455, 3.5247], [0.4026, 0.2034, 6.1174], [-1.9569, 2.4257, 2.7467], [-3.3334, 1.8206, 3.7118], [-2.4851, 0.7534, 2.6143], [-0.9420, 3.2929, 4.9333], [-0.8225, 2.2253, 6.3382], [-2.4178, 2.7152, 5.7308], [-2.1345, -0.8383, 4.5706], [-3.1239, 0.3085, 5.4799], [-1.5798, -0.2399, 6.1377], [2.1084, -2.2359, 6.6215], [1.4197, -0.8924, 7.5264], [2.9917, -1.5367, 7.9947], [4.2157, -1.8527, 5.1516], [4.9489, -1.2850, 6.6630], [5.0178, -0.2825, 5.2140], [2.4654, 1.4253, 7.3318], [3.9108, 1.6693, 6.3532], [4.0132, 0.7314, 7.8605], [-2.9526, -1.7270, -0.5458], [-3.3616, -2.2336, 0.7560], [-4.2998, -1.4080, 1.4929], [-2.0610, -2.6223, 1.5014], [-2.0432, -3.1087, 2.7820], [-3.1254, -3.4736, 3.5652], [-2.9385, -4.0526, 4.8377], [-1.6951, -4.2836, 5.3513], [-0.5572, -3.8917, 4.6013], [0.7680, -4.0855, 5.0534], [1.8095, -3.6334, 4.2986], [1.5263, -2.9590, 3.0894], [0.3203, -2.7956, 2.6216], [-0.7230, -3.2720, 3.3453], [-4.2553, -3.7430, 0.3795], [-5.5777, -3.9017, 0.7563], [-6.2453, -5.0814, 0.4478], [-5.5882, -6.0955, -0.2323], [-4.2586, -5.9307, -0.6068], [-3.5914, -4.7559, -0.3009], [-4.1340, -3.3070, 3.2145], [-3.8190, -4.3226, 5.4106], [-1.5573, -4.7419, 6.3243], [0.9328, -4.5799, 6.0054], [2.8370, -3.7499, 4.6188], [2.3339, -2.5358, 2.5002], [-6.0673, -3.0944, 1.2860], [-7.2811, -5.2042, 0.7413], [-6.1074, -7.0162, -0.4706], [-3.7409, -6.7195, -1.1387], [-2.5558, -4.6149, -0.5873], [-1.5128, -1.1980, -3.1180], [-1.6850, -1.3437, -4.4582], [-2.8993, -1.8652, -4.9644], [-3.1336, -1.9493, -6.3158], [-2.1825, -1.5119, -7.2392], [-0.9783, -1.0367, -6.7593], [-0.6823, -0.9840, -5.3952], [0.9789, -0.5316, -4.7831], [1.2229, 1.1228, -5.5485], [0.9660, 2.2050, -4.7029], [1.0772, 3.5068, -5.1716], [1.4536, 3.7418, -6.4855], [1.7185, 2.6727, -7.3326], [1.6010, 1.3707, -6.8683], [2.0800, -1.5930, -5.8051], [3.4276, -1.2366, -5.9195], [4.3386, -2.0624, -6.5579], [3.9307, -3.2831, -7.0801], [2.6051, -3.6660, -6.9469], [1.6903, -2.8319, -6.3163], [-0.9597, -0.3947, -2.7964], [-2.2749, -1.4588, -2.5090], [-3.6578, -2.1644, -4.2497], [-4.0861, -2.3361, -6.6625], [-2.3827, -1.5501, -8.3025], [-0.2094, -0.7216, -7.4589], [0.6838, 2.0011, -3.6768], [0.8788, 4.3303, -4.4959], [1.5438, 4.7586, -6.8503], [2.0145, 2.8586, -8.3589], [1.8142, 0.5402, -7.5318], [3.7670, -0.2952, -5.5008], [5.3738, -1.7527, -6.6405], [4.6440, -3.9347, -7.5703], [2.2740, -4.6223, -7.3348], [0.6603, -3.1461, -6.2161]], "atomic_forces_ev_per_a": [[0.33, -0.21, -0.29], [-0.15, 0.16, -0.02], [0.01, 0.01, 0.14], [0.05, -0.05, -0.02], [-0.02, 0.01, -0.17], [-0.01, -0.01, 0.10], [-0.04, 0.10, -0.05], [0.12, 0.01, -0.02], [-0.01, -0.06, 0.11], [0.10, -0.04, -0.04], [-0.05, 0.05, 0.03], [-0.01, 0.06, 0.00], [0.01, -0.13, -0.05], [-0.11, 0.06, 0.19], [-0.05, 0.05, 0.10], [-0.05, -0.02, -0.06], [0.02, 0.07, -0.02], [-0.02, -0.05, -0.12], [-0.04, 0.00, 0.01], [0.01, 0.01, -0.01], [0.04, -0.02, 0.00], [-0.01, 0.02, 0.01], [-0.04, 0.03, 0.01], [0.06, 0.06, 0.03], [-0.06, 0.16, 0.02], [0.02, -0.01, -0.10], [0.05, -0.03, 0.02], [-0.01, 0.01, 0.00], [0.00, -0.09, -0.02], [0.04, -0.09, -0.12], [0.11, 0.67, 0.35], [-0.01, -0.03, 0.04], [0.02, 0.00, -0.03], [-0.01, 0.01, 0.01], [0.01, -0.01, -0.01], [0.00, -0.01, 0.01], [-0.01, -0.01, 0.01], [0.04, 0.01, 0.01], [-0.01, 0.02, 0.01], [0.12, -0.03, 0.02], [-0.12, -0.21, -0.18], [0.03, -0.02, 0.01], [-0.02, 0.00, 0.00], [0.00, 0.00, 0.00], [-0.01, 0.00, -0.01], [0.04, -0.03, 0.07], [0.03, 0.01, 0.06], [-0.01, 0.00, -0.03], [0.02, 0.01, -0.02], [0.03, -0.04, -0.02], [-0.01, 0.01, 0.01], [0.00, 0.01, -0.04], [0.00, -0.01, 0.00], [-0.02, -0.02, 0.01], [0.01, -0.01, 0.00], [0.00, -0.01, 0.01], [0.06, 0.05, 0.02], [-0.01, 0.03, 0.03], [0.06, 0.03, -0.01], [0.02, -0.02, 0.00], [0.00, 0.00, 0.00], [0.00, 0.00, 0.01], [0.00, 0.01, 0.01], [-0.02, 0.00, 0.00], [-0.01, 0.01, -0.01], [0.01, -0.01, 0.01], [0.01, 0.00, -0.01], [-0.01, -0.01, 0.01], [0.03, -0.01, -0.01], [0.01, 0.01, 0.01], [-0.01, -0.01, -0.01], [-0.02, 0.00, 0.01], [-0.01, 0.01, -0.01], [0.00, -0.01, 0.01], [0.01, -0.02, 0.01], [-0.02, 0.01, 0.01], [0.02, 0.00, 0.04], [0.07, -0.04, 0.12], [0.00, -0.01, -0.01], [0.00, 0.00, 0.00], [0.01, 0.00, 0.00], [0.02, 0.01, 0.01], [0.00, 0.00, 0.00], [0.00, 0.00, 0.00], [0.00, 0.02, 0.00], [0.00, 0.01, -0.01], [0.01, -0.01, -0.01], [-0.01, -0.01, -0.01], [-0.01, 0.00, 0.00], [-0.01, 0.01, 0.01], [0.00, -0.01, 0.00], [0.00, -0.01, -0.01], [0.00, 0.00, -0.01], [-0.24, -0.01, -0.11], [-0.42, -0.14, -0.14], [0.00, -0.05, 0.00], [-0.17, -0.06, 0.11], [0.02, 0.04, -0.02], [0.05, -0.07, 0.12], [-0.04, 0.03, -0.04], [0.05, 0.00, 0.01], [-0.03, -0.02, 0.01], [-0.01, 0.00, -0.04], [-0.04, 0.03, -0.04], [0.05, 0.02, 0.06], [0.02, -0.04, 0.06], [-0.03, -0.03, -0.03], [0.07, 0.00, 0.02], [-0.02, 0.03, 0.02], [-0.01, 0.00, 0.00], [0.02, 0.01, 0.00], [-0.01, 0.00, 0.01], [0.06, -0.04, -0.03], [0.02, 0.02, -0.05], [0.01, -0.01, 0.02], [-0.02, 0.00, 0.00], [0.01, 0.01, 0.01], [0.00, -0.01, 0.02], [-0.02, -0.01, -0.01], [0.01, -0.01, -0.01], [0.00, -0.01, 0.00], [-0.01, 0.01, 0.00], [-0.01, 0.00, 0.00], [0.00, 0.03, 0.02], [0.19, -0.04, -0.22], [-0.12, 0.07, -0.10], [0.11, 0.00, 0.11], [-0.09, -0.02, -0.04], [-0.04, -0.01, -0.02], [0.19, -0.05, 0.06], [-0.16, -0.04, 0.03], [0.07, 0.02, 0.11], [-0.01, 0.08, 0.00], [0.15, -0.14, -0.09], [-0.01, 0.02, 0.03], [-0.02, 0.04, 0.00], [-0.01, 0.01, -0.02], [0.01, -0.07, 0.05], [0.01, -0.05, -0.07], [-0.02, 0.05, -0.02], [0.01, 0.03, 0.01], [0.01, -0.02, 0.01], [-0.01, -0.01, 0.00], [0.01, 0.10, 0.02], [-0.02, -0.14, 0.15], [-0.03, 0.05, 0.01], [-0.02, -0.01, -0.02], [0.01, -0.01, 0.00], [0.01, 0.01, 0.00], [-0.07, -0.01, -0.01], [-0.01, 0.06, -0.10], [-0.02, 0.00, 0.01], [0.01, -0.01, -0.01], [0.00, -0.03, -0.01], [0.03, 0.01, -0.02], [-0.02, 0.01, -0.01], [0.00, -0.01, 0.00], [-0.01, 0.00, -0.01], [0.00, 0.00, 0.00], [-0.06, 0.00, -0.02]]}